Computed, not measured: a gas-phase ion, C3H8N2OS (charge +1), with ωB97M-V/def2-TZVPD.

Computed properties:
- energy above the lowest of the compared OMol25 structures with the same formula, charge and spin (kJ/mol) = 77.1
- 2S+1 = 2
- E_HOMO (alpha / beta) (eV) = -13.356 / -13.282
- charge = +1

CARTESIAN COORDINATES (ANGSTROEM)
S  1.7607  -0.7094  1.9715
O  -1.4535  2.0083  -0.4507
N  -0.8971  -1.2818  0.1864
N  -0.4825  0.6347  -1.9720
C  -0.8679  0.9976  -0.7374
C  1.1403  0.0740  0.4771
C  -0.3951  0.0507  0.4100
H  1.5151  1.1119  0.5283
H  1.6465  -0.4282  -0.3466
H  0.2697  -0.0121  -2.1484
H  -1.2581  -1.8794  0.9192
H  0.7924  -0.3850  2.8767
H  -0.7751  1.2236  -2.7471
H  -0.2870  -1.9011  -0.3192
H  -0.7086  0.4961  1.3522

Computed, not measured: 16 unconnected molecules or ions with the total composition C2H35O16, with ωB97M-V/def2-TZVPD.

Computed properties:
- energy above the lowest of the compared OMol25 structures with the same formula, charge and spin (kJ/mol) = 224.4
- E_HOMO (eV) = -6.060
- charge = -1

CARTESIAN COORDINATES (ANGSTROEM)
O  8.3934  -30.0186  -18.2392
O  4.7674  -34.1367  -13.1371
O  5.8493  -31.7174  -13.0193
O  8.2317  -31.6584  -10.8868
O  9.7764  -33.8143  -12.9947
O  8.5412  -31.6317  -13.6716
O  5.9081  -30.9587  -18.4168
O  5.5516  -29.1593  -16.3189
O  5.4510  -29.2090  -13.6311
O  8.1232  -29.1299  -12.7315
O  10.6226  -29.9726  -14.1641
O  10.8500  -32.2153  -15.6678
O  10.9519  -30.9750  -18.1335
O  10.4009  -28.4317  -16.9855
O  8.0479  -28.0810  -15.4566
O  4.4697  -32.2086  -16.1875
C  7.5841  -32.7026  -15.5301
C  7.9599  -31.3441  -14.9357
H  8.3902  -30.2666  -19.1343
H  5.1322  -29.3012  -14.5447
H  8.7218  -30.8176  -15.5383
H  5.4999  -30.0393  -13.2041
H  6.6792  -31.7588  -13.4332
H  6.9661  -33.2974  -14.8135
H  10.8818  -31.4347  -15.1557
H  6.7398  -30.5942  -18.2443
H  5.2217  -32.7023  -15.9135
H  8.8787  -28.9492  -12.1738
H  9.5865  -28.3580  -16.4837
H  10.7307  -31.4654  -17.2982
H  5.5138  -29.7533  -17.0797
H  8.1522  -29.0964  -18.2778
H  8.9030  -31.6466  -10.2156
H  5.5860  -32.6370  -13.2267
H  10.4719  -29.4035  -17.2272
H  4.3166  -34.3295  -13.9326
H  7.0648  -30.6381  -14.9399
H  8.1274  -30.0081  -13.1387
H  4.1106  -34.2386  -12.4146
H  9.1211  -34.3582  -12.5748
H  10.0771  -30.7678  -18.5111
H  6.4643  -29.1271  -16.0592
H  11.0070  -30.0667  -13.2754
H  8.6264  -31.4953  -11.7487
H  7.1050  -32.4977  -16.5530
H  5.6576  -31.6054  -17.7573
H  8.3947  -27.2441  -15.4830
H  4.1288  -31.6938  -15.4621
H  9.7484  -30.2541  -13.9330
H  10.0494  -32.6724  -15.3725
H  9.2746  -33.0446  -13.3465
H  8.2988  -33.3900  -15.6348
H  7.9164  -28.3491  -14.5677

Computed, not measured: C8H14BFO2 in the gas phase, with ωB97M-V/def2-TZVPD.

Computed properties:
- energy above the lowest of the compared OMol25 structures with the same formula, charge and spin (kJ/mol) = 0.0
- E_HOMO (alpha / beta) (eV) = -7.301 / -7.492

CARTESIAN COORDINATES (ANGSTROEM)
F  -0.3381  1.7266  -0.6344
O  2.0862  0.9097  -1.0057
O  0.7816  0.3450  -2.9775
C  0.7712  -0.0755  1.5684
C  1.1903  -1.4199  1.2796
C  -1.2938  1.2169  1.9683
C  -1.9415  -0.0029  -1.1440
C  -0.6935  0.1139  1.0913
C  1.0267  -1.3653  -1.1342
C  1.2940  -2.0150  0.0599
C  -0.8029  0.4503  -0.2760
B  1.2178  0.0885  -1.6999
H  1.1752  -2.1386  2.1120
H  -1.6884  -0.8012  -1.7528
H  1.0083  0.0747  2.5974
H  -2.3212  1.5602  1.8579
H  1.3436  -3.1903  0.1391
H  -2.2876  0.7996  -1.7749
H  -1.0921  1.1194  2.9510
H  -0.7080  2.0332  1.8028
H  1.4193  0.5424  0.9726
H  -1.2158  -0.7587  1.1598
H  0.5570  -1.8957  -2.0591
H  2.1739  1.7420  -1.3067
H  1.1611  1.2157  -3.3627
H  -2.8234  -0.2752  -0.4324

Computed, not measured: a molecular structure, C19H20ClGdN5P, with ωB97M-V/def2-TZVPD.

Computed properties:
- 2S+1 = 8
- E_HOMO (alpha / beta) (eV) = -14.422 / -14.447
- charge = +2

CARTESIAN COORDINATES (ANGSTROEM)
Gd  -1.0520  -0.0396  2.8427
Cl  0.2323  1.3225  4.4191
P  0.0364  0.7224  0.3322
N  -0.4289  -1.9840  3.6009
N  -1.0045  -3.8999  4.7184
N  0.5795  -3.8736  2.9479
N  -0.0886  -3.2063  3.9492
N  0.3092  -1.6937  2.4692
C  -3.4754  -1.2631  -1.9114
C  -1.3596  4.3523  -1.0988
C  -2.1843  -1.4078  -2.4278
C  -2.6240  0.0417  -0.0640
C  0.8885  -2.8757  2.1311
C  0.4944  4.7792  0.3919
C  3.8655  -0.3989  -0.4873
C  4.0044  -0.0920  -1.8445
C  1.5602  0.3530  -0.5726
C  0.6682  3.4097  0.5715
C  2.9297  0.4346  -2.5677
C  2.6427  -0.1934  0.1472
C  -0.5259  5.2546  -0.4370
C  -1.0969  -0.8457  -1.7566
C  -3.6937  -0.5560  -0.7269
C  1.7086  0.6723  -1.9313
C  -1.1949  2.9747  -0.9335
C  -1.3192  -0.0886  -0.5977
C  -0.1948  2.5017  -0.0724
H  -2.0149  -1.9635  -3.3501
H  -2.1508  4.7104  -1.7511
H  0.6194  -5.3904  -3.2579
H  1.1516  5.4762  0.9050
H  -1.0940  -3.3609  5.5676
H  -2.8165  0.6653  0.8244
H  -4.6989  -0.4586  -0.3133
H  1.4599  3.0251  1.2187
H  -1.8364  2.2694  -1.4656
H  3.0334  0.6712  -3.6270
H  -4.3178  -1.7166  -2.4285
H  4.9633  -0.2515  -2.3349
H  0.8732  1.0908  -2.4958
H  4.7092  -0.7944  0.0824
H  -0.0856  -0.9766  -2.1419
H  -0.6591  -4.8454  4.8733
H  -0.6768  6.3254  -0.5543
H  2.5095  -0.4428  1.2015
H  -0.1293  -5.4254  -3.2915
H  1.4837  -3.0080  1.2470

Computed, not measured: 7 unconnected molecules or ions with the total composition C45H94ClN9O5P, with ωB97M-V/def2-TZVPD.

Computed properties:
- E_HOMO (eV) = -19.102
- charge = +5

CARTESIAN COORDINATES (ANGSTROEM)
Cl  0.6385  0.3162  -0.9864
P  0.1380  0.4911  4.5957
O  -2.9034  -3.9547  -1.4225
O  -0.5100  0.2332  -1.8391
O  0.5736  1.4094  -0.0640
O  1.7836  0.5436  -1.8191
O  0.7983  -0.8699  -0.2991
N  0.0243  -4.8162  -4.4129
N  -1.4919  2.7526  -4.3335
N  1.6445  5.0811  -0.6554
N  -3.8156  -1.2535  -0.0829
N  4.5254  -0.7419  -3.8062
N  -2.2236  1.3198  -5.9818
N  4.0811  -0.1159  -5.8979
N  0.1809  6.7118  -0.9117
N  1.0284  -6.8389  -3.8613
C  -2.5513  1.8213  -4.7345
C  3.9104  0.6016  -7.0899
C  3.6749  3.8024  0.0685
C  1.7187  -6.2599  -4.9249
C  0.0532  -5.9169  -3.4761
C  -1.6576  2.0483  3.1725
C  4.8959  -0.7795  -2.4212
C  -3.5165  -1.0946  -1.6102
C  1.0093  5.8670  -1.5881
C  1.8625  0.6713  5.3512
C  -0.9873  -4.8471  3.8252
C  -1.6628  0.3666  8.5549
C  -0.7419  7.6367  -1.6215
C  -3.1844  3.5756  1.6290
C  0.0478  -0.9574  3.4539
C  -3.4188  0.0057  0.7184
C  1.2105  5.3493  0.5942
C  -2.3493  4.6501  -3.0726
C  -5.3423  -1.5951  0.0629
C  4.4242  0.3415  -4.6387
C  -1.0185  0.1425  6.0922
C  -2.6828  1.4998  8.4296
C  1.0415  -5.0895  -5.2968
C  3.5003  -0.3591  7.0812
C  4.1816  -1.8644  -4.5099
C  -0.9060  -3.6851  -4.3560
C  -0.9341  -3.3259  3.5056
C  1.3363  -8.1291  -3.2036
C  -2.9440  0.1924  -6.6329
C  2.5967  4.0117  -1.0487
C  -0.3085  2.0288  3.8061
C  -1.0553  1.9217  -6.4474
C  -3.2775  -3.8914  -0.1092
C  0.0837  -2.3496  4.1588
C  -2.0933  3.5113  2.7577
C  -3.0131  -2.4774  0.4914
C  3.9280  -1.4784  -5.8243
C  6.4064  -1.3374  -2.3435
C  4.0144  -1.6856  7.6205
C  -0.6198  2.8487  -5.4592
C  0.2473  6.3832  0.4546
C  2.4897  -0.5446  5.9302
C  -0.5743  0.5192  7.4683
C  -0.0590  -2.5431  -3.7397
C  -1.4085  3.4344  -3.0444
H  1.1002  5.6968  -2.6507
H  3.0216  0.2417  7.8545
H  -1.8005  -3.8357  -3.7516
H  -3.4825  1.2336  9.1208
H  -0.9919  -3.2064  2.4237
H  6.5275  -2.3476  -2.7345
H  -3.0344  1.5915  7.4019
H  -2.3167  5.1656  -2.1127
H  -0.4106  6.8450  1.1759
H  -0.2756  1.5674  7.4819
H  4.0597  -2.8105  -4.0034
H  -3.1041  -4.8843  -1.5532
H  3.2295  -2.2449  8.1296
H  -2.6281  0.2490  -7.6746
H  -1.5913  7.8215  -0.9639
H  0.8048  -0.9050  2.6715
H  0.4968  2.2591  3.1086
H  -5.6246  -1.7138  1.1090
H  -1.0889  -0.9452  6.0896
H  -0.5780  -6.0468  -2.6094
H  2.0530  3.1405  -1.4139
H  6.6353  -1.5335  -1.2960
H  3.5594  -2.0826  -6.6400
H  -2.4097  2.5149  8.7178
H  -0.6852  1.7919  -7.4537
H  -5.4425  -2.4984  -0.5387
H  -1.6877  2.7879  -2.2124
H  -1.9115  -2.9502  3.8081
H  -2.1067  4.1908  3.6098
H  2.8837  0.9676  -7.0755
H  -5.8180  -0.7499  -0.4347
H  0.8585  -2.5416  -4.3281
H  2.3622  -8.2750  -2.8655
H  4.6877  0.1927  -1.9745
H  -2.4047  0.3016  0.4498
H  4.4297  3.0923  -0.2692
H  -3.1349  -2.4951  1.5744
H  1.0528  -2.8127  3.9733
H  -2.7925  -4.6953  0.4445
H  0.2312  3.5129  -5.4270
H  -3.5635  -0.0692  -1.9771
H  -2.4784  1.5924  3.7262
H  1.7237  1.4421  6.1094
H  -1.2385  3.9260  2.2233
H  -1.9729  -2.2012  0.3186
H  -4.3442  -4.1121  -0.0703
H  -1.0435  7.2588  -2.5985
H  -1.1325  -3.4586  -5.3979
H  -2.2424  -0.5565  8.5606
H  4.2454  -1.4670  -1.8805
H  -3.4079  4.3934  -3.1130
H  -2.9907  2.6852  1.0309
H  2.9884  -1.1324  5.1596
H  -2.6118  -0.7955  -6.3138
H  -3.3788  1.4707  -4.1356
H  -0.8719  -4.9793  4.9010
H  4.3113  0.2783  6.7290
H  -0.2128  8.5830  -1.7335
H  4.4629  -2.3331  6.8671
H  1.2220  -4.4509  -6.1489
H  3.1064  4.4635  -1.8998
H  0.2096  -0.2132  7.6613
H  -4.0431  0.8385  0.3949
H  -2.5314  -1.5150  -1.8122
H  1.1289  -8.8386  -4.0047
H  -0.9321  -0.7576  3.0204
H  -1.1360  0.3137  9.5077
H  -1.8871  -5.3669  3.4960
H  -1.5131  1.5189  2.2307
H  0.5803  -8.3343  -2.4456
H  -1.9893  0.5396  5.7956
H  2.5401  1.2139  4.6919
H  -4.2466  -1.6266  -2.2201
H  -0.2057  -5.3927  3.2965
H  4.6036  1.4418  -7.1307
H  2.5711  -6.7593  -5.3612
H  7.1953  -0.6809  -2.7105
H  -0.3569  3.6854  -2.9058
H  4.8453  -1.5553  8.3140
H  -0.4788  -1.5401  -3.8150
H  -3.5839  -0.1430  1.7855
H  -0.0045  -2.8288  -2.6892
H  1.4954  4.8455  1.5061
H  3.1069  3.3131  0.8598
H  4.3508  4.5932  0.3938
H  -0.3259  2.7225  4.6467
H  -3.2531  4.5414  1.1285
H  1.7069  -1.2251  6.2652
H  -4.1765  3.2921  1.9804
H  -4.0258  0.3255  -6.6424
H  -0.0785  -2.5026  5.2257
H  4.5457  1.3877  -4.3997
H  4.0343  -0.0608  -7.9465
H  -2.1881  5.3524  -3.8905

Computed, not measured: a molecular structure, C27H33IIrN5O3, with ωB97M-V/def2-TZVPD.

Computed properties:
- energy above the lowest of the compared OMol25 structures with the same formula, charge and spin (kJ/mol) = 0.0
- 2S+1 = 5
- E_HOMO (alpha / beta) (eV) = 2.291 / -2.503
- charge = -2

CARTESIAN COORDINATES (ANGSTROEM)
Ir  0.8973  0.7850  -1.7049
I  1.2440  0.5981  -4.3772
O  2.6417  -0.4525  0.6840
O  0.4735  0.1397  0.2317
O  3.0928  1.7930  -0.2986
N  -0.2190  3.7077  -1.2372
N  3.0454  -1.5627  -1.7621
N  1.0062  -2.2308  -1.6545
N  -1.0005  0.5409  2.7232
N  -1.6411  2.4155  -2.2023
C  -1.3907  4.4368  -1.3767
C  4.2418  -0.7376  -1.9154
C  -3.3609  -1.7678  0.8002
C  1.4095  -0.2995  1.0939
C  -3.6862  -3.2075  0.4816
C  2.1972  -1.4678  4.6110
C  -3.9855  0.5622  0.5476
C  -2.9187  0.9451  1.3401
C  1.7889  -3.3717  -1.7263
C  3.0765  -2.9499  -1.7884
C  -0.4522  -2.2336  -1.7220
C  -2.2896  3.6198  -1.9786
C  0.0741  -0.1684  3.3048
C  -1.3703  -2.4782  2.2131
C  1.2026  -0.5766  2.5523
C  3.0162  2.7107  -2.5045
C  1.7675  -1.0942  -1.6739
C  -0.3487  2.4435  -1.7484
C  2.5106  1.8386  -1.3561
C  0.9470  4.2205  -0.5196
C  0.0499  -0.3811  4.6961
C  2.2554  -1.2333  3.2399
C  -2.2502  -1.3949  1.6176
C  -2.0307  0.0024  1.8832
C  -4.2047  -0.7791  0.2737
C  -2.3274  1.2166  -2.6770
C  1.0985  -1.0360  5.3414
H  -1.3753  -2.4043  3.3199
H  1.0642  -1.2052  6.4100
H  -2.7784  2.0012  1.5389
H  3.6298  2.0715  -3.1484
H  -3.0720  1.5065  -3.4211
H  3.0177  -1.9720  5.1076
H  -3.3167  3.7799  -2.2644
H  -3.8986  -3.7614  1.4203
H  4.4957  -0.2476  -0.9757
H  1.7410  4.5022  -1.2156
H  -0.7950  -0.0434  5.2822
H  -1.6892  -3.5083  1.9781
H  -0.3441  -2.4065  1.8147
H  -5.0499  -1.0476  -0.3472
H  3.6316  3.5172  -2.0933
H  -1.1898  1.4664  3.1379
H  4.0028  -3.4987  -1.8417
H  -0.8032  -1.1993  -1.7666
H  -4.5824  -3.2973  -0.1677
H  -4.6497  1.3131  0.1394
H  -1.5937  0.5542  -3.1393
H  1.2963  3.4531  0.1709
H  5.0573  -1.3851  -2.2411
H  1.3632  -4.3620  -1.7224
H  0.6368  5.0969  0.0521
H  -0.8448  -2.7099  -0.8218
H  -1.4728  5.4569  -1.0377
H  -2.8177  0.7143  -1.8371
H  4.0488  0.0122  -2.6848
H  2.2012  3.0897  -3.1197
H  3.1452  -1.5682  2.7215
H  -2.8393  -3.6861  -0.0506
H  -0.7793  -2.7856  -2.6088

Respective total energy values: -19094.3676, -35403.6421, -16010.1789, -70106.1604, -93593.1632, -53063.1701 eV.